[1]
A molecular structure, C3H6N2O in a non-equilibrium geometry, computed with wB97M-V/def2-TZVPD.

* spin multiplicity: 1
* LUMO energy (spin up / spin down): 0.0086 / 0.0086 Ha

```
12
Properties=species:S:1:pos:R:3:lowdin_charge:R:1
N 1.4649 0.6931 -0.3216 0.02
C 1.0122 -0.5545 0.0515 -0.14
C -1.2198 -0.1042 0.5617 -0.23
O -1.1700 1.1927 0.1261 -0.06
C -1.6962 -0.9670 -0.4890 -0.28
N -2.1086 -1.7305 -1.2622 0.14
H 1.8090 1.2763 0.4292 0.10
H 0.8269 1.2017 -0.9236 0.09
H 0.7602 -1.2175 -0.7738 0.09
H 1.6326 -1.0346 0.8103 0.11
H -0.1034 -0.5072 0.8792 0.05
H -1.2078 1.7517 0.9122 0.11
```


[2]
A single C3H6N2O molecule in a non-equilibrium geometry, computed with wB97M-V/def2-TZVPD.

* spin multiplicity: 1
* LUMO energy: 0.0338 Ha
* structure (SMILES): O/N=C/[C@@H]1CN1

```
12
Properties=species:S:1:pos:R:3:lowdin_charge:R:1
C -0.4330 0.8044 -0.0884 -0.13
C 1.0295 0.7098 -0.0872 -0.33
C 1.6429 -0.5869 -0.6597 -0.09
H -2.9340 0.4070 -0.1908 0.10
H -1.0352 1.7412 -0.0697 0.13
H 1.4734 1.7787 -0.3385 0.16
H 2.6203 -0.5575 -1.0952 0.09
H 0.9274 -1.4200 -0.7495 0.10
H 1.0495 -0.6853 1.4456 0.10
N -1.1058 -0.2667 0.1093 -0.06
N 1.6727 -0.2362 0.7770 -0.02
O -2.4383 -0.4134 -0.0243 -0.03
```


[3]
2 unconnected molecules or ions with the total composition C3H6N2O in a non-equilibrium geometry, computed with wB97M-V/def2-TZVPD.

* spin multiplicity: 1
* LUMO energy (spin up / spin down): 0.0106 / 0.0107 Ha

```
12
Properties=species:S:1:pos:R:3:lowdin_charge:R:1
C -0.9823 1.0738 0.1571 -0.04
C 0.0605 -1.0714 0.3724 -0.52
N -0.1196 -1.6469 -0.8564 0.11
C 1.3429 1.3939 0.2068 0.02
N 0.1659 1.7249 0.2110 -0.08
O -0.3561 -1.5534 1.4050 -0.01
H -0.6055 -2.5285 -0.9050 0.10
H 0.4153 -1.3339 -1.6479 0.09
H -1.5160 0.9092 1.0841 0.09
H -1.5883 1.2008 -0.7318 0.08
H 2.1869 2.0644 0.3239 0.06
H 0.9964 -0.2329 0.3808 0.10
```


[4]
2 unconnected molecules or ions with the total composition C3H6N2O in a non-equilibrium geometry, computed with wB97M-V/def2-TZVPD.

* spin multiplicity: 1
* LUMO energy: 0.0307 Ha
* structure (SMILES): [H]/N=C/O.CC#N

```
12
Properties=species:S:1:pos:R:3:lowdin_charge:R:1
C -0.6485 1.9300 -0.1704 -0.04
C 0.0859 0.8195 0.4428 -0.31
C 0.5422 -1.5178 0.3657 -0.29
O -0.8943 -0.8286 0.1828 -0.11
N 1.1169 0.3902 0.8617 0.13
N 1.0506 -1.9158 -0.7111 0.10
H -1.0840 -0.9440 -0.7640 0.09
H 1.7607 -2.6289 -0.5853 0.06
H 0.5620 -1.9156 1.3775 0.12
H -0.0216 2.8211 -0.1703 0.09
H -1.5755 2.1072 0.3760 0.08
H -0.8943 1.6827 -1.2053 0.09
```


Energy relative to the best compared isomer or geometry (same formula, charge and spin), record by record: 4.714, 4.665, 4.458, 3.991 eV
DFT total energy, record by record: -302.5199, -302.5217, -302.5293, -302.5464 Ha